No. 1
This record from OMol25 describes 2 unconnected molecules or ions with the total composition C4H13N3O at a distorted geometry. The level of theory is ωB97M-V with the def2-TZVPD basis set.

Frontier orbital gap ... 8.329 eV

Geometry as ORCA input:
```
! wB97M-V def2-TZVPD RIJCOSX def2/J DEFGRID3
* xyz 0 1
N -2.06434 0.25495 0.22104
C -0.85424 0.93042 -0.09123
N -0.46116 1.87323 0.89932
C -0.54453 1.16914 -1.40298
O 0.56410 1.93677 -1.75599
H -2.53976 -0.07320 -0.61018
H -2.70696 0.82018 0.76236
H -0.72670 1.56207 1.82468
H 0.53520 2.05195 0.85826
H -1.15810 0.88014 -2.24286
H 0.47634 2.82214 -1.38368
C 1.98488 -0.73866 0.06736
N 0.83087 -1.09439 0.85753
C -0.03155 -2.24170 0.30919
H 2.53190 -1.63846 -0.21609
H 1.67609 -0.28851 -0.88421
H 2.64347 -0.05167 0.59893
H 0.53063 -0.53535 1.64489
H -0.39961 -2.75263 1.19794
H 0.56180 -2.92704 -0.29224
H -0.84834 -1.95939 -0.36204
*
```

These are the Mulliken partial charges, in e, on atoms 1 to 8:
1 N -0.55
2 C 0.96
3 N -0.68
4 C -0.75
5 O -0.53
6 H 0.22
7 H 0.21
8 H 0.29



No. 2
This record from OMol25 describes 12 unconnected molecules or ions with the total composition C24H48Br24 at a distorted geometry. The level of theory is ωB97M-V with the def2-TZVPD basis set.

Frontier orbital gap ... 9.788 eV

Geometry as ORCA input:
```
! wB97M-V def2-TZVPD RIJCOSX def2/J DEFGRID3
* xyz 0 1
Br -1.60957 1.21223 -5.67455
C -0.03163 2.02668 -4.94499
C 0.93717 0.85908 -4.95242
Br 2.64396 1.39986 -4.19658
H -0.07329 2.39894 -3.92153
H 0.33456 2.78844 -5.54248
H 1.08500 0.38703 -5.92840
H 0.48971 0.14708 -4.28523
Br 3.57393 4.51063 -1.53522
C 3.25398 5.06861 0.32434
C 4.57695 5.64166 0.93376
Br 4.20409 6.17543 2.73574
H 2.74199 4.27737 0.95253
H 2.42433 5.78488 0.24945
H 4.99619 6.43343 0.33467
H 5.30564 4.79460 0.99001
Br -0.72593 -4.19447 1.83216
C -0.39886 -5.42561 3.30742
C 1.00926 -5.89995 3.45920
Br 1.41771 -6.96466 1.85806
H -1.09775 -6.28319 3.13366
H -0.70630 -4.88361 4.25522
H 1.22660 -6.56508 4.26656
H 1.68413 -5.03935 3.42367
Br -1.25007 6.75020 -3.68873
C -1.03026 5.28655 -2.44615
C -1.37992 5.54764 -1.03405
Br 0.02847 6.84611 -0.43793
H 0.06300 5.05429 -2.37654
H -1.55531 4.43615 -2.84635
H -1.26718 4.73510 -0.25321
H -2.34090 6.01566 -0.78033
Br -3.46841 2.43814 -1.19197
C -5.18711 1.57841 -0.61521
C -5.21548 1.48192 0.90251
Br -5.31110 3.17062 1.91457
H -5.17396 0.59349 -1.11449
H -5.97597 2.20827 -0.99310
H -4.31729 0.95474 1.27793
H -6.05553 0.90238 1.19541
Br -7.04696 -2.11261 -0.10961
C -6.70800 -3.66807 1.00309
C -5.23407 -3.78468 1.34101
Br -4.98430 -5.43182 2.27370
H -7.05938 -4.54776 0.38690
H -7.28391 -3.62566 1.91202
H -4.79920 -2.98610 1.95573
H -4.70432 -3.81662 0.37421
Br 6.82250 -1.01856 -3.03409
C 5.98665 -2.09581 -4.45169
C 4.71381 -1.44171 -4.77517
Br 4.17957 -2.39288 -6.37028
H 5.81927 -3.08139 -4.02021
H 6.62379 -2.16366 -5.33731
H 4.86123 -0.37855 -4.98738
H 3.96870 -1.45833 -3.97033
Br -3.15505 -3.77505 4.94727
C -2.68810 -2.08918 5.95533
C -2.00370 -1.12437 5.04499
Br -3.08238 -0.64552 3.51549
H -2.05682 -2.33218 6.78550
H -3.67453 -1.71232 6.28783
H -1.08490 -1.51637 4.64074
H -1.81783 -0.24332 5.67246
Br 4.77347 1.81872 2.43101
C 3.56707 0.26029 2.45837
C 3.26470 -0.17640 1.04747
Br 2.22578 -1.70909 0.99260
H 2.63596 0.68593 2.80617
H 3.92398 -0.49670 3.16803
H 4.21049 -0.44325 0.57472
H 2.74967 0.66105 0.56025
Br -0.32425 3.56151 2.44234
C 0.66725 3.11369 3.96624
C 0.00047 1.92939 4.63981
Br 1.17595 1.31850 6.07282
H 0.79494 3.95742 4.63471
H 1.72016 2.94746 3.58351
H -0.19116 1.20103 3.87956
H -0.94503 2.33924 5.07769
Br 1.91769 -2.62955 -2.50817
C 2.04734 -4.02689 -3.86486
C 0.98764 -3.73945 -4.89104
Br 1.01182 -5.19565 -6.24139
H 1.79780 -4.92478 -3.32852
H 3.06111 -4.05929 -4.24399
H 1.10469 -2.83253 -5.52112
H 0.00088 -3.80113 -4.51521
Br 0.37276 2.21453 -1.22568
C -0.39741 0.55922 -0.33139
C -0.99197 -0.32997 -1.40019
Br -1.83294 -1.70883 -0.37637
H -1.09437 0.92315 0.28884
H 0.37641 -0.02465 0.17902
H -0.24568 -0.80486 -2.06941
H -1.78217 0.20473 -1.91343
*
```

These are the Mulliken partial charges, in e, on atoms 1 to 8:
1 Br -0.17
2 C -0.12
3 C -0.56
4 Br -0.14
5 H -0.11
6 H 0.54
7 H 0.46
8 H 0.09



No. 3
This record from OMol25 describes a single C3H4N2 molecule at a distorted geometry. The level of theory is ωB97M-V with the def2-TZVPD basis set.

Frontier orbital gap ... 10.720 eV

Geometry as ORCA input:
```
! wB97M-V def2-TZVPD RIJCOSX def2/J DEFGRID3
* xyz 0 1
C -0.74015 0.92116 -0.01881
N -1.15985 -0.30105 0.02452
C 0.01657 -1.11426 0.00538
N 1.14539 -0.29418 0.00578
C 0.72674 0.92251 -0.01048
H -1.25886 1.86252 -0.04720
H -0.13403 -1.95608 0.66219
H 0.16124 -1.81216 -0.81601
H 1.30127 1.73475 -0.01277
*
```

These are the Mulliken partial charges, in e, on atoms 1 to 8:
1 C 0.01
2 N -0.49
3 C -0.41
4 N -0.45
5 C -0.08
6 H 0.35
7 H 0.31
8 H 0.28